This record from the Open Molecules 2025 dataset describes a structure of composition B7CaH28. The level of theory is ωB97M-V/def2-TZVPD.

XYZ file:
```
36
Properties=species:S:1:pos:R:3
Ca -0.100 0.140 0.750
B -0.538 -3.086 -1.265
H -0.715 -4.198 -0.781
H -0.732 -2.286 -0.375
H 0.573 -3.029 -1.696
H -1.325 -2.880 -2.147
B -0.619 -0.688 3.201
H -1.722 -0.392 2.880
H -0.697 -1.153 4.319
H -0.172 -1.425 2.444
H -0.094 0.339 3.148
B 2.069 -0.030 -2.931
H 1.184 -0.256 -2.121
H 1.754 0.814 -3.740
H 3.096 0.327 -2.401
H 2.262 -1.064 -3.548
B -1.619 0.676 -2.126
H -2.467 1.389 -1.677
H -0.831 1.335 -2.741
H -1.058 0.015 -1.307
H -2.131 -0.076 -2.933
B -2.654 1.147 1.181
H -3.514 0.571 1.812
H -1.868 1.542 1.933
H -2.163 0.298 0.556
H -3.039 1.950 0.386
B 0.949 2.405 0.200
H 1.441 1.738 -0.596
H -0.181 2.278 0.061
H 1.155 2.061 1.274
H 1.321 3.554 0.094
B 2.480 -0.385 1.653
H 1.644 -1.174 1.514
H 2.321 0.343 0.772
H 2.446 0.139 2.732
H 3.545 -0.940 1.473
```

Output
Multiplicity ... 1
F_max ... 2.10 eV/Å
Energy relative to the best compared isomer or geometry (same formula, charge and spin) ... 0.000 eV
Charge ... -5